88
Properties=species:S:1:pos:R:3 method="wB97M-V/def2-TZVPD" energy_ev=-44555.667 total_charge=0
Sn -19.964 -9.481 14.328
B -18.927 -6.602 13.363
H -17.808 -6.776 13.427
H -19.086 -5.519 13.052
H -19.427 -7.240 12.542
H -19.410 -6.687 14.400
B -18.401 -8.315 16.783
H -18.303 -8.109 15.656
H -17.410 -8.207 17.328
H -19.176 -7.561 17.133
H -18.778 -9.345 17.110
C -15.016 -6.682 13.955
O -15.544 -5.801 14.912
C -15.202 -5.978 16.239
C -16.165 -5.220 17.152
N -17.555 -5.412 16.736
C -18.357 -4.609 17.672
C -19.843 -4.569 17.181
O -19.880 -4.390 15.764
C -21.143 -4.269 15.154
H -15.215 -7.736 14.158
H -13.956 -6.476 13.773
H -15.506 -6.411 13.021
H -14.204 -5.643 16.556
H -15.153 -7.020 16.580
H -15.871 -4.172 17.240
H -16.058 -5.576 18.188
H -17.737 -6.388 16.978
H -17.918 -3.628 17.849
H -18.378 -5.138 18.634
H -20.309 -3.705 17.665
H -20.334 -5.466 17.566
H -21.814 -3.621 15.732
H -21.727 -5.175 14.962
H -21.011 -3.762 14.199
C -20.440 -12.956 19.117
O -21.470 -12.018 18.846
C -21.639 -11.967 17.429
C -22.552 -10.771 17.115
N -21.803 -9.515 17.039
C -22.699 -8.366 16.860
C -23.521 -8.271 15.626
O -22.617 -8.150 14.528
C -23.277 -8.099 13.291
H -19.535 -12.671 18.581
H -20.731 -14.009 19.168
H -20.250 -12.840 20.190
H -22.039 -12.892 17.007
H -20.660 -11.818 16.960
H -23.270 -10.699 17.938
H -23.004 -10.902 16.129
H -21.455 -9.461 17.993
H -22.030 -7.499 16.868
H -23.242 -8.234 17.798
H -24.044 -7.313 15.642
H -24.180 -9.135 15.523
H -23.962 -7.267 13.128
H -23.745 -9.075 13.125
H -22.541 -8.040 12.486
C -22.256 -9.648 22.109
C -22.149 -8.559 21.036
C -20.859 -8.752 20.236
O -19.819 -8.377 21.107
C -18.560 -8.280 20.480
N -23.358 -8.659 20.225
H -23.003 -9.363 22.857
H -21.379 -9.649 22.758
H -22.498 -10.655 21.774
H -22.255 -7.591 21.530
H -20.851 -8.157 19.314
H -20.667 -9.781 19.912
H -18.326 -9.193 19.930
H -17.756 -8.114 21.199
H -18.446 -7.372 19.881
H -24.191 -8.634 20.804
H -23.556 -7.849 19.647
C -15.599 -12.263 18.749
C -16.204 -10.999 18.071
C -15.191 -10.497 17.068
O -17.369 -11.452 17.349
H -14.551 -12.117 19.005
H -15.700 -13.111 18.070
H -16.162 -12.559 19.635
H -16.514 -10.290 18.839
H -14.327 -10.231 17.679
H -15.627 -9.623 16.584
H -14.982 -11.314 16.380
H -17.890 -10.678 17.094

93
Properties=species:S:1:pos:R:3 method="wB97M-V/def2-TZVPD" energy_ev=-67502.759 total_charge=-1
O 6.128 3.033 0.083
P 6.464 1.488 0.048
O 5.009 0.667 -0.556
O 7.785 1.074 -1.052
B 6.799 0.713 1.784
N 7.840 -0.406 1.545
C 7.266 -1.630 1.912
S 6.134 -2.943 1.834
H 5.310 -0.142 -1.078
H 7.358 0.480 -1.745
H 7.178 1.481 2.591
H 5.842 0.141 2.218
C 1.198 2.799 -0.907
C 1.084 1.379 -0.392
O 1.774 0.492 -1.259
H 0.782 2.877 -1.917
H 0.667 3.496 -0.252
H 2.248 3.105 -0.971
H 0.035 1.070 -0.350
H 1.510 1.291 0.612
H 2.706 0.770 -1.283
C -4.032 2.428 -0.652
C -3.188 1.691 0.368
O -1.950 2.361 0.548
H -3.507 2.492 -1.611
H -4.989 1.921 -0.806
H -4.225 3.455 -0.325
H -2.979 0.672 0.028
H -3.701 1.634 1.333
H -2.146 3.262 0.859
C -2.347 1.212 -5.213
C -3.451 0.737 -4.291
O -4.427 1.757 -4.137
H -1.874 2.115 -4.814
H -1.584 0.439 -5.339
H -2.750 1.473 -6.198
H -3.047 0.499 -3.302
H -3.937 -0.158 -4.690
H -4.785 1.955 -5.019
C -7.975 0.835 -2.999
C -8.089 -0.585 -2.483
O -7.400 -1.472 -3.351
H -8.392 0.913 -4.008
H -8.506 1.532 -2.343
H -6.926 1.141 -3.063
H -9.138 -0.894 -2.442
H -7.664 -0.673 -1.479
H -6.468 -1.194 -3.374
C 3.461 -0.302 5.463
C 3.317 -0.255 3.956
O 4.594 -0.364 3.344
H 4.105 0.511 5.814
H 2.486 -0.215 5.951
H 3.930 -1.239 5.779
H 2.868 0.692 3.644
H 2.685 -1.073 3.597
H 4.981 -1.212 3.621
C 2.400 -4.838 3.316
C 3.629 -4.850 4.201
O 3.710 -3.637 4.935
H 2.434 -3.992 2.622
H 2.326 -5.765 2.739
H 1.492 -4.723 3.916
H 4.536 -4.943 3.596
H 3.597 -5.686 4.906
H 2.904 -3.568 5.475
C 3.647 2.581 9.028
C 3.533 1.161 9.543
O 4.222 0.273 8.675
H 3.230 2.658 8.018
H 3.116 3.277 9.683
H 4.696 2.886 8.964
H 2.484 0.852 9.584
H 3.958 1.072 10.547
H 5.154 0.551 8.652
C 2.677 -2.183 -3.817
C 3.767 -2.601 -2.853
O 4.423 -1.453 -2.335
H 3.096 -1.597 -4.642
H 2.165 -3.056 -4.229
H 1.940 -1.546 -3.316
H 4.513 -3.219 -3.362
H 3.354 -3.176 -2.019
H 3.754 -0.915 -1.877
C -9.605 -0.463 -7.828
C -9.275 -0.261 -6.363
O -8.763 1.047 -6.158
H -8.713 -0.317 -8.447
H -9.996 -1.469 -8.004
H -10.348 0.268 -8.162
H -8.516 -0.980 -6.039
H -10.164 -0.393 -5.739
H -9.448 1.678 -6.441

104
Properties=species:S:1:pos:R:3 method="wB97M-V/def2-TZVPD" total_charge=-1 relative_energy_kj_mol=224.7 multiplicity=2
C -21.213 13.412 12.225
O -21.594 14.200 13.086
N -21.981 12.460 11.644
N -20.037 13.322 11.743
H -21.468 11.687 11.245
H -22.863 12.209 12.067
H -19.348 14.045 11.894
H -20.078 12.758 10.906
C -19.646 11.164 8.931
O -19.379 10.917 10.038
N -19.918 10.215 8.107
N -19.778 12.304 8.319
H -19.889 9.253 8.414
H -19.954 10.411 7.117
H -20.076 12.383 7.357
H -19.313 13.115 8.700
C -19.297 15.829 9.423
O -18.881 14.791 8.960
N -20.552 16.131 9.401
N -18.543 16.768 9.953
H -21.065 16.883 9.838
H -21.178 15.464 8.973
H -18.824 17.465 10.628
H -17.551 16.735 9.763
C -23.049 14.774 7.135
O -22.098 14.461 7.824
N -23.319 16.041 6.877
N -23.857 13.976 6.588
H -22.718 16.780 7.215
H -23.965 16.165 6.111
H -23.800 12.979 6.740
H -24.528 14.276 5.896
C -18.652 11.324 4.682
O -19.453 10.997 5.557
N -17.467 10.823 4.525
N -18.923 12.357 3.960
H -17.125 10.217 5.257
H -16.725 11.291 4.025
H -18.467 12.415 3.061
H -19.772 12.879 4.128
C -17.271 8.079 8.815
O -17.287 8.821 9.776
N -18.057 7.115 8.566
N -16.416 8.223 7.825
H -17.853 6.652 7.692
H -18.576 6.593 9.258
H -16.503 7.468 7.160
H -15.576 8.778 7.742
C -20.669 6.776 4.979
O -21.826 7.132 5.082
N -19.618 7.493 5.057
N -20.223 5.589 4.728
H -19.825 8.348 5.553
H -18.931 7.512 4.317
H -19.249 5.411 4.924
H -20.877 4.862 4.475
C -22.825 10.326 5.408
O -23.614 9.325 4.791
C -24.937 9.779 4.436
C -25.596 9.055 3.271
N -25.641 7.674 3.658
C -25.894 6.698 2.540
C -27.222 6.888 1.766
O -28.233 7.118 2.718
C -29.546 7.266 2.223
H -23.347 10.895 6.177
H -22.650 10.973 4.548
H -21.922 9.980 5.910
H -24.758 10.700 3.881
H -25.510 9.920 5.352
H -25.034 9.217 2.352
H -26.620 9.345 3.035
H -26.576 7.685 4.039
H -25.878 5.670 2.902
H -25.092 6.682 1.802
H -27.394 6.031 1.115
H -27.303 7.826 1.215
H -30.292 7.041 2.986
H -29.867 6.571 1.446
H -29.805 8.255 1.846
C -18.642 7.821 12.482
O -17.932 9.030 12.305
C -18.470 10.043 13.109
C -17.574 11.300 12.990
N -16.901 11.308 11.608
C -16.117 12.546 11.502
C -15.879 13.010 10.074
O -15.641 11.901 9.245
C -15.746 12.140 7.821
H -18.355 7.083 11.733
H -19.711 8.018 12.567
H -18.240 7.445 13.422
H -18.665 9.886 14.170
H -19.525 10.254 12.936
H -16.846 11.232 13.799
H -18.261 12.140 13.082
H -17.621 11.376 10.903
H -15.162 12.512 12.026
H -16.621 13.430 11.891
H -15.164 13.827 9.979
H -16.870 13.419 9.878
H -16.599 12.786 7.616
H -15.985 11.187 7.348
H -14.800 12.543 7.461

90
Properties=species:S:1:pos:R:3 method="wB97M-V/def2-TZVPD" total_charge=0 relative_energy_kj_mol=380.5
C -4.448 -1.498 -4.480
O -3.487 -1.979 -3.573
C -2.722 -3.005 -4.167
C -1.931 -3.717 -3.101
O -0.896 -2.935 -2.603
C -1.097 -2.478 -1.280
H -5.128 -2.309 -4.792
H -3.978 -1.117 -5.401
H -5.058 -0.715 -4.049
H -2.017 -2.498 -4.840
H -3.387 -3.696 -4.695
H -1.514 -4.600 -3.593
H -2.606 -4.046 -2.307
H -1.147 -3.326 -0.580
H -2.055 -1.957 -1.138
H -0.294 -1.810 -0.985
C 4.632 -0.203 1.093
O 4.526 -1.251 0.162
C 4.448 -0.792 -1.134
C 4.256 -1.929 -2.102
O 5.301 -2.844 -1.874
C 5.111 -4.059 -2.529
H 3.857 0.570 1.006
H 5.609 0.298 1.039
H 4.555 -0.680 2.069
H 5.360 -0.245 -1.420
H 3.614 -0.077 -1.242
H 4.415 -1.552 -3.119
H 3.273 -2.396 -1.984
H 4.405 -4.688 -1.978
H 6.069 -4.574 -2.603
H 4.773 -3.926 -3.568
C -3.016 -0.657 1.791
O -3.131 0.750 1.749
C -2.241 1.468 2.516
C -0.904 1.702 1.875
O -0.317 0.453 1.563
C 0.844 0.637 0.808
H -2.207 -1.068 1.190
H -3.950 -1.049 1.383
H -2.927 -0.996 2.826
H -2.034 0.988 3.488
H -2.698 2.413 2.810
H -0.191 2.198 2.544
H -1.032 2.302 0.966
H 0.701 1.138 -0.152
H 1.388 -0.298 0.668
H 1.573 1.252 1.365
C 3.727 3.280 2.849
O 4.850 2.835 2.112
H 3.499 4.327 2.617
H 2.819 2.708 2.622
H 3.963 3.168 3.902
H 4.672 2.748 1.174
C -1.698 -4.599 2.157
O -0.371 -4.185 2.260
H -2.408 -3.771 2.319
H -1.948 -5.071 1.208
H -1.951 -5.312 2.959
H -0.371 -3.344 2.762
C 0.903 0.317 -2.945
O -0.503 0.305 -2.898
H 1.385 1.178 -2.455
H 1.379 -0.517 -2.406
H 1.332 0.386 -3.956
H -0.753 -0.606 -3.114
C -4.095 1.892 -1.096
O -5.001 1.377 -0.145
H -3.484 1.098 -1.532
H -4.674 2.381 -1.881
H -3.456 2.678 -0.671
H -4.461 1.075 0.610
C -1.928 5.454 3.304
O -2.376 6.780 3.014
H -1.220 5.150 2.528
H -1.490 5.412 4.294
H -2.791 4.779 3.283
H -2.920 6.713 2.225
C 0.701 4.384 -1.492
O 1.980 4.792 -1.043
H -0.078 4.743 -0.812
H 0.567 4.690 -2.530
H 0.630 3.297 -1.450
H 1.993 5.737 -0.888
C 0.343 -1.279 4.605
O -0.138 -1.649 3.311
H 0.190 -2.156 5.237
H 1.401 -1.023 4.596
H -0.293 -0.495 5.030
H -0.222 -0.873 2.714

108
Properties=species:S:1:pos:R:3 method="wB97M-V/def2-TZVPD" total_charge=0 relative_energy_kj_mol=180.8
C -14.885 24.876 4.250
O -14.923 23.665 5.015
P -13.594 22.838 5.157
O -12.885 22.544 3.899
O -12.757 23.755 6.170
C -11.542 23.292 6.702
O -14.045 21.584 6.029
C -15.079 20.696 5.632
H -15.339 25.691 4.817
H -15.350 24.725 3.281
H -13.868 25.268 4.144
H -11.517 22.799 7.678
H -10.876 24.150 6.832
H -10.961 22.632 6.050
H -14.785 19.681 5.907
H -15.160 20.641 4.541
H -16.031 20.955 6.091
C -6.524 18.532 3.638
O -7.722 17.966 4.172
P -8.081 18.085 5.720
O -7.349 19.178 6.375
O -7.837 16.611 6.261
C -6.518 16.110 6.453
O -9.671 18.248 5.701
C -10.267 19.239 4.887
H -6.613 19.610 3.703
H -6.371 18.103 2.642
H -5.637 18.059 4.078
H -6.225 15.375 5.711
H -6.470 15.758 7.482
H -5.767 16.907 6.461
H -11.260 19.511 5.251
H -10.548 18.856 3.898
H -9.627 20.111 4.776
C -10.790 14.876 4.197
O -11.460 15.450 3.091
P -11.704 14.701 1.710
O -12.748 15.305 0.856
O -11.971 13.171 2.028
C -13.200 12.654 2.452
O -10.259 14.725 1.083
C -9.588 15.974 0.869
H -10.467 13.839 4.100
H -11.267 14.923 5.178
H -9.892 15.494 4.305
H -13.401 12.983 3.481
H -13.279 11.572 2.376
H -14.064 13.030 1.888
H -10.077 16.805 1.372
H -9.540 16.147 -0.203
H -8.571 15.869 1.242
C -16.353 15.654 0.879
O -16.169 15.247 2.240
P -17.177 15.750 3.364
O -17.698 17.113 3.199
O -18.234 14.564 3.504
C -19.308 14.656 4.421
O -16.323 15.586 4.696
C -15.017 16.180 4.685
H -15.428 16.122 0.552
H -17.217 16.311 0.741
H -16.635 14.790 0.273
H -19.764 15.651 4.352
H -18.982 14.509 5.451
H -20.128 13.984 4.179
H -14.322 15.430 5.058
H -14.953 17.043 5.348
H -14.739 16.512 3.687
C -18.205 22.850 3.966
O -18.529 22.979 2.577
P -17.573 22.346 1.474
O -18.165 22.180 0.140
O -16.273 23.295 1.458
C -14.993 22.740 1.164
O -17.037 21.008 2.187
C -17.690 19.751 1.927
H -18.761 21.982 4.325
H -18.632 23.708 4.483
H -17.153 22.761 4.224
H -14.560 23.080 0.225
H -14.944 21.659 1.286
H -14.345 23.108 1.965
H -18.198 19.476 2.842
H -16.988 19.020 1.530
H -18.368 19.859 1.072
C -15.837 20.099 -1.557
O -15.644 18.963 -2.387
P -14.819 19.154 -3.760
O -14.694 17.953 -4.569
O -13.452 19.823 -3.272
C -12.420 19.113 -2.612
O -15.646 20.388 -4.406
C -15.190 21.186 -5.514
H -15.422 19.863 -0.573
H -16.873 20.426 -1.494
H -15.264 20.996 -1.813
H -12.585 18.031 -2.660
H -12.346 19.477 -1.591
H -11.456 19.172 -3.123
H -14.173 20.908 -5.799
H -15.122 22.208 -5.147
H -15.902 21.014 -6.314
C -13.229 18.649 1.357
O -12.812 20.007 1.286
H -12.582 18.153 2.094
H -14.241 18.534 1.766
H -13.147 18.124 0.410
H -12.975 20.398 2.152